(1)
Density functional theory data (ωB97M-V/def2-TZVPD) for one molecule with the formula C21H23N5O4S2 at a distorted geometry.

Results
ΔE to the lowest compared entry with this formula, charge and spin: 62.0 kJ/mol
E_HOMO: -8.9 eV
total charge: 0
Kohn-Sham gap: 9.34 eV

Cartesian coordinates (Å):
O  5.262  1.256  0.860
C  1.089  0.847  -1.391
C  2.457  1.436  -1.702
H  -4.700  -1.263  -2.171
H  1.196  -0.102  -0.850
O  -1.589  1.094  -1.513
C  3.782  -0.875  0.400
N  0.333  1.787  -0.576
S  4.505  0.654  -0.194
H  3.956  -0.298  2.436
C  -5.568  -0.232  -0.520
H  3.047  0.767  -2.329
H  -2.407  -0.987  -3.061
O  -2.227  -1.654  -1.116
H  2.156  1.071  1.241
C  -1.099  0.561  1.784
O  5.137  0.416  -1.460
C  2.992  -2.215  2.207
H  -2.983  -2.661  -2.769
H  -1.168  -2.510  0.991
H  2.336  2.384  -2.241
C  -3.289  -1.009  -0.577
H  -1.241  -2.294  -2.732
H  0.518  0.662  -2.305
H  3.555  -1.655  -1.566
C  3.374  -1.825  -0.516
C  -4.534  -0.873  -1.180
C  -2.234  -1.909  -2.502
C  -1.798  2.714  0.205
S  -1.689  2.198  1.971
H  0.563  2.900  1.187
N  0.191  -1.138  1.833
C  2.574  -3.173  1.298
H  -6.526  -0.138  -1.010
C  2.768  -2.984  -0.061
C  -1.004  1.798  -0.706
C  2.412  1.978  0.676
N  3.213  1.676  -0.494
H  3.003  2.631  1.322
H  2.448  -3.737  -0.766
H  -2.846  2.667  -0.093
C  1.114  2.667  0.275
C  -5.388  0.281  0.751
H  -6.200  0.771  1.265
N  -1.823  -0.486  1.274
H  2.095  -4.074  1.651
C  3.602  -1.057  1.757
H  -3.986  0.583  2.346
C  -0.943  -1.519  1.321
C  -3.107  -0.453  0.701
N  0.097  0.166  2.118
H  -1.444  3.744  0.168
C  -4.151  0.174  1.361
H  2.837  -2.366  3.264
H  1.335  3.599  -0.260

Atoms 1-3, force components in eV/Å:
-0.30 -0.13 0.31
0.05 -0.20 -0.27
-0.30 -0.17 -0.50

These are the Mulliken partial charges, in e, on atoms 1 to 8:
1. O -0.726
2. C -0.147
3. C -1.205
4. H 0.378
5. H -0.027
6. O -0.629
7. C 0.259
8. N 0.287

(2)
Density functional theory data (ωB97M-V/def2-TZVPD) for C21H23N6PdS2 as an isolated structure at a distorted geometry.

Results
ΔE to the lowest compared entry with this formula, charge and spin: 82.8 kJ/mol
E_HOMO (alpha / beta): -4.2 / -4.2 eV
total charge: -1
Kohn-Sham gap (alpha / beta): 6.71 / 6.71 eV

Cartesian coordinates (Å):
C  -3.942  -0.531  -0.705
C  3.516  2.208  0.013
C  0.210  4.778  -0.775
H  -0.858  -2.308  -2.594
C  -2.591  -4.407  -0.646
C  -1.976  -1.446  0.610
C  2.544  4.313  -0.744
C  -0.641  -2.318  -1.522
C  -3.757  -3.032  -2.185
S  -1.662  0.773  -1.240
S  0.674  -1.646  1.630
H  -3.297  -3.441  2.931
N  -2.884  -3.171  -1.016
Pd  0.280  0.531  -0.089
H  -0.620  5.467  -0.884
H  6.280  2.724  1.943
N  -0.790  -0.820  1.118
C  2.310  2.969  -0.419
C  0.979  2.482  -0.360
H  -3.316  -2.316  -2.881
C  -2.454  -3.031  2.372
C  -0.037  3.440  -0.506
H  -3.737  0.002  1.802
H  -0.200  -3.275  -1.247
N  -2.374  -5.500  -0.339
C  4.941  0.249  0.068
C  5.593  2.207  1.286
C  1.514  5.215  -0.938
C  -2.527  -0.710  -0.614
N  -2.938  -1.922  1.557
H  -3.846  -3.992  -2.689
H  3.569  4.651  -0.844
H  1.730  6.244  -1.198
N  -5.076  -0.349  -0.778
H  -1.674  -2.716  3.076
H  5.130  -0.773  -0.238
H  -1.060  -0.113  1.795
H  4.227  3.844  1.180
H  6.733  0.390  1.224
C  3.776  0.886  -0.366
H  3.115  -0.672  -1.517
H  -2.042  -3.816  1.745
H  -2.744  -0.541  3.177
C  4.440  2.837  0.845
C  5.840  0.904  0.889
H  2.266  0.793  -1.719
C  -1.927  -2.113  -0.751
H  -4.746  -2.680  -1.896
N  2.855  0.218  -1.130
C  -3.460  -0.862  2.403
H  0.080  -1.530  -1.320
H  -1.071  3.130  -0.422
H  -4.357  -1.223  2.909

Atoms 1-3, force components in eV/Å:
-0.38 -0.09 0.08
0.10 0.02 0.05
0.00 0.02 0.02

These are the Mulliken partial charges, in e, on atoms 1 to 8:
1. C -0.272
2. C 0.922
3. C -0.842
4. H 0.326
5. C 0.890
6. C -0.009
7. C -0.604
8. C -0.894

(3)
Density functional theory data (ωB97M-V/def2-TZVPD) for C21H23NO4 as an isolated structure at a distorted geometry.

Results
ΔE to the lowest compared entry with this formula, charge and spin: 2065.5 kJ/mol
E_HOMO: -8.3 eV
total charge: 0
Kohn-Sham gap: 8.53 eV

Cartesian coordinates (Å):
H  -4.134  -0.004  -3.085
H  1.654  1.156  -1.895
C  0.330  -1.651  -1.831
H  -1.369  -2.491  -0.599
C  -3.875  0.169  -2.065
H  4.895  1.878  -0.513
C  2.460  -2.344  1.048
C  1.540  -1.577  1.459
H  -1.048  3.628  -0.208
H  -2.739  0.178  -2.161
C  -0.031  0.672  -0.688
H  -4.466  0.849  0.491
H  2.176  -3.688  1.233
H  0.436  -2.714  -2.131
C  0.870  0.575  1.984
C  1.128  0.228  -1.603
C  0.738  1.875  1.409
H  4.360  -2.762  -0.155
H  0.088  2.733  2.166
H  1.661  2.283  0.927
O  0.169  0.213  3.013
H  -2.988  -0.429  2.103
C  -3.017  -0.462  0.910
H  -4.198  -1.695  -1.293
C  -0.758  -1.755  -0.957
C  -1.649  1.425  0.958
H  -5.174  -0.801  0.874
C  -0.303  1.842  0.037
C  -4.619  -0.750  -1.176
N  -1.848  0.121  0.546
O  -2.419  2.131  1.246
H  4.934  -0.677  -0.069
C  3.651  -2.237  0.319
H  -4.327  1.333  -1.898
H  5.512  1.437  1.084
H  -5.414  -0.857  -1.472
O  -0.496  2.912  -0.534
H  4.785  3.084  0.725
H  -2.683  -1.921  1.071
C  -4.493  -0.408  0.226
O  3.472  1.444  0.872
C  4.082  -0.781  0.534
C  -0.869  -0.335  -0.505
C  1.347  -0.891  -2.222
H  0.696  -1.900  1.932
C  1.966  -0.257  1.162
H  2.068  -1.016  -2.682
C  3.115  0.208  0.994
C  4.786  2.026  0.420

Atoms 1-3, force components in eV/Å:
-0.48 -0.31 -0.95
0.67 -0.55 0.40
-3.07 -10.82 0.16

These are the Mulliken partial charges, in e, on atoms 1 to 8:
1. H 0.441
2. H 0.360
3. C -0.296
4. H 0.634
5. C -0.761
6. H 0.479
7. C -0.754
8. C -0.935

(4)
Density functional theory data (ωB97M-V/def2-TZVPD) for C21H24Br3N3NiO3Si as an isolated structure.

Results
ΔE to the lowest compared entry with this formula, charge and spin: 0.0 kJ/mol
E_HOMO (alpha / beta): -7.4 / -7.4 eV
total charge: 0
Kohn-Sham gap (alpha / beta): 7.64 / 7.65 eV

Cartesian coordinates (Å):
C  4.646  0.213  0.868
C  -1.170  -2.490  -1.138
H  -2.248  3.517  1.470
H  0.505  3.857  -2.532
C  -0.752  -3.981  0.705
C  -1.278  -5.043  -0.038
C  3.715  -0.246  1.798
C  -1.238  0.403  -3.446
C  -1.692  -3.550  -1.899
C  2.388  -0.297  1.426
Br  -2.447  -6.301  -2.284
Si  -1.046  3.207  -0.695
O  -0.702  1.646  -0.691
H  1.287  4.044  -0.971
Ni  -0.382  -0.030  -0.029
H  -1.314  -6.029  0.404
N  -1.063  -1.198  -1.599
H  1.635  -0.671  2.104
H  4.898  0.926  -1.146
O  -0.212  -1.675  0.846
C  -2.121  -3.236  -3.207
H  -2.874  4.590  -1.680
H  -0.812  1.795  4.845
C  -1.330  3.923  1.035
H  0.130  5.257  -1.528
H  -2.529  3.206  -2.713
H  -3.640  1.316  3.723
H  -1.442  5.009  0.994
H  -2.287  -1.697  -4.662
C  -1.741  -4.836  -1.309
H  -1.709  2.932  3.842
H  -0.498  3.697  1.705
C  -1.983  -1.962  -3.659
O  5.967  0.302  1.125
H  -3.248  1.693  5.404
H  -2.740  0.153  4.698
H  -3.472  2.988  -1.243
N  1.939  0.078  0.222
C  2.846  0.492  -0.642
C  -1.035  1.249  2.868
H  -1.144  1.157  -2.672
C  -2.626  3.526  -1.675
C  -0.683  -2.691  0.198
Br  2.238  0.932  -2.376
N  -0.613  0.748  1.931
H  -2.060  0.629  -4.123
H  -0.317  0.396  -4.035
Br  -0.111  -4.304  2.453
C  0.346  4.187  -1.503
H  -2.543  -4.010  -3.833
C  4.204  0.587  -0.393
C  -2.883  1.213  4.498
H  4.017  -0.567  2.787
C  -1.572  1.871  4.065
C  -1.432  -0.944  -2.839
H  6.148  0.000  2.020

Atoms 1-3, force components in eV/Å:
-0.15 0.00 -0.04
0.08 -0.13 0.31
-0.02 -0.03 0.01

These are the Mulliken partial charges, in e, on atoms 1 to 8:
1. C 1.063
2. C 0.719
3. H 0.237
4. H 0.281
5. C -0.451
6. C -0.351
7. C -0.741
8. C -0.970